{"formula": "C4H8N2O", "method": "ωB97M-V/def2-TZVPD", "smiles": "N#CC1(N)CC1.O", "total_charge": 0, "relative_energy_kj_mol": 348.9, "species": ["N", "C", "C", "C", "O", "C", "N", "H", "H", "H", "H", "H", "H", "H", "H"], "coordinates": [[-1.51442, -0.83286, 0.60780], [-0.58534, 0.00815, -0.11448], [-0.00396, -0.49579, -1.40735], [1.07868, -0.07694, -0.53708], [1.42083, 0.24961, 1.88068], [-1.06907, 1.39261, -0.16821], [-1.42065, 2.49558, -0.24452], [-2.03756, -1.46766, 0.01356], [-1.23947, -1.28901, 1.46501], [0.56006, 0.25207, 1.43572], [-0.20542, 0.07564, -2.29328], [-0.09432, -1.57520, -1.44659], [1.52556, 0.91245, -0.68184], [1.84906, -0.79088, -0.21542], [1.73601, 1.14224, 1.70599]], "lowdin_charge": [0.08, -0.44, -0.14, -0.05, -0.08, -0.18, 0.15, 0.09, 0.08, -0.02, 0.11, 0.12, 0.12, 0.12, 0.05]}

{"formula": "C22H27NO8", "method": "ωB97M-V/def2-TZVPD", "smiles": "CCOC(=O)c1[nH]c(COC(=O)CCOc2ccccc2OC)c(C(=O)OCC)c1C", "energy_ev": -41123.2810, "total_charge": 0, "species": ["C", "C", "H", "H", "O", "C", "O", "C", "C", "C", "C", "N", "H", "C", "H", "H", "O", "C", "O", "C", "H", "H", "C", "H", "O", "C", "C", "C", "C", "C", "C", "O", "C", "H", "H", "H", "H", "H", "H", "H", "H", "C", "O", "O", "C", "C", "H", "H", "H", "H", "H", "C", "H", "H", "H", "H", "H", "H"], "coordinates": [[0.71568, 0.85461, -4.35606], [-0.48416, 1.66463, -3.88513], [-0.19069, 2.70465, -3.70748], [-1.29703, 1.62568, -4.61355], [-1.03744, 1.12698, -2.68519], [-0.43071, 1.47390, -1.53959], [0.51225, 2.23681, -1.49273], [-1.02005, 0.86136, -0.35854], [-2.25125, 0.26541, -0.12251], [-2.26732, -0.07690, 1.25320], [-1.04274, 0.31638, 1.79333], [-0.31575, 0.88584, 0.82202], [0.64769, 1.20490, 0.90318], [-0.50634, 0.09868, 3.16708], [-1.22340, -0.50545, 3.73178], [-0.32424, 1.04464, 3.68317], [0.77191, -0.54513, 3.12676], [0.81823, -1.74680, 2.55516], [-0.13785, -2.35443, 2.15551], [2.25353, -2.21588, 2.41761], [2.88251, -1.66378, 3.11348], [2.31367, -3.28702, 2.60235], [2.68770, -1.91921, 0.97853], [2.05765, -2.48674, 0.27910], [2.52369, -0.53420, 0.77961], [3.04257, 0.04046, -0.34729], [3.57647, -0.64617, -1.42196], [4.08183, 0.04948, -2.51280], [4.05485, 1.42740, -2.52667], [3.51661, 2.12921, -1.45652], [3.00246, 1.45049, -0.36773], [2.44144, 2.02944, 0.73621], [2.32707, 3.43481, 0.75860], [1.70791, 3.78371, -0.07140], [1.84575, 3.67662, 1.70538], [3.30970, 3.91447, 0.72112], [3.48885, 3.20517, -1.49177], [4.44668, 1.97115, -3.37272], [4.49122, -0.49873, -3.34746], [3.59690, -1.72453, -1.42549], [3.73737, -2.21001, 0.83564], [-3.31801, -0.73989, 2.02385], [-3.34295, -0.79274, 3.23469], [-4.26928, -1.27650, 1.24717], [-5.30114, -2.00273, 1.90905], [-4.86847, -3.43335, 2.19855], [-5.68418, -3.97649, 2.66749], [-4.58760, -3.93470, 1.27554], [-4.01239, -3.42921, 2.86857], [-6.15260, -1.97829, 1.22482], [-5.55657, -1.48918, 2.84235], [-3.35301, 0.05255, -1.09456], [-4.29497, 0.40136, -0.67664], [-3.46156, -1.01121, -1.29923], [-3.14584, 0.57143, -2.02470], [1.51684, 0.91452, -3.62269], [0.43511, -0.18750, -4.48804], [1.07339, 1.25006, -5.30246]], "lowdin_charge": [-0.05, -0.21, 0.12, 0.12, 0.00, -0.40, 0.10, -0.09, -0.12, -0.03, -0.15, 0.19, 0.14, -0.05, 0.12, 0.14, 0.02, -0.50, 0.15, -0.04, 0.13, 0.13, -0.18, 0.14, -0.04, -0.18, -0.01, -0.10, -0.10, -0.02, -0.22, -0.11, -0.07, 0.09, 0.10, 0.10, 0.11, 0.10, 0.10, 0.11, 0.13, -0.43, 0.10, -0.01, -0.21, -0.06, 0.08, 0.08, 0.08, 0.12, 0.12, -0.02, 0.09, 0.09, 0.07, 0.05, 0.08, 0.08]}